{"formula": "C3H5FeO3", "method": "the ωB97M-V functional and the def2-TZVPD basis", "symbols": ["H", "O", "C", "C", "O", "O", "C", "H", "H", "H", "H", "Fe"], "positions_angstrom": [[2.880, -1.272, 0.098], [-1.261, 0.880, -0.760], [-0.409, 0.871, 0.323], [-2.337, 0.003, -0.465], [0.837, 1.162, 0.132], [-0.527, -0.463, 0.900], [-1.679, -1.112, 0.356], [-2.765, -0.354, -1.407], [-3.108, 0.531, 0.115], [-1.354, -1.955, -0.268], [-2.317, -1.475, 1.169], [1.495, -0.569, 0.712]], "spin_multiplicity": 6, "de_lowest_kcal_mol": 0.00, "total_energy_ev": -43717.785, "largest_force_ha_per_bohr": 0.0321}